[1]
Molecular formula: C10H20Cl10
Method: DFT, the ωB97M-V functional and the def2-TZVPD basis

Element x y z (Å)
1 Cl 22.07296 -7.59602 -18.54787
2 Cl 24.48973 -6.61982 -19.91575
3 Cl 22.88073 -11.49940 -20.71711
4 Cl 19.14874 -11.52336 -18.84970
5 Cl 23.56850 -3.60267 -18.44808
6 Cl 24.14734 -8.87482 -24.50260
7 Cl 24.85342 -10.62879 -20.22170
8 Cl 28.78081 -7.32167 -19.45418
9 Cl 21.86381 -8.50898 -21.68783
10 Cl 26.31394 -9.02476 -17.54242
11 C 22.98624 -9.16504 -18.69265
12 C 26.37171 -8.72376 -19.27186
13 C 24.01956 -6.41298 -18.23088
14 C 21.17243 -11.62595 -20.66776
15 C 23.75672 -9.17185 -19.98916
16 C 23.77473 -9.94609 -23.18187
17 C 24.27831 -5.03891 -17.60863
18 C 22.27378 -9.84102 -22.81324
19 C 27.03815 -7.35081 -19.57529
20 C 20.82802 -11.16293 -19.20814
21 H 26.94426 -9.53461 -19.72221
22 H 22.36068 -10.05689 -18.65581
23 H 20.90624 -10.07724 -19.26528
24 H 26.84566 -7.13101 -20.62540
25 H 24.11542 -10.95136 -23.42980
26 H 21.90094 -10.76544 -22.37221
27 H 25.34809 -8.73561 -19.64623
28 H 21.71720 -9.72522 -23.74325
29 H 23.92258 -5.07739 -16.57902
30 H 20.83214 -11.01370 -21.50289
31 H 25.35221 -4.88666 -17.50062
32 H 26.67165 -6.54375 -18.94092
33 H 22.93724 -6.49079 -18.33404
34 H 24.48717 -8.38250 -20.16656
35 H 21.46242 -11.50656 -18.39111
36 H 23.01444 -9.11050 -20.78500
37 H 20.85971 -12.64879 -20.87779
38 H 23.69059 -9.18738 -17.86108
39 H 24.47911 -9.65048 -22.40433
40 H 24.43109 -7.20812 -17.60920

Forces on the atoms, in the same order (eV/Å):
-8.6 -8.4 -1.7
-0.5 4.4 -0.5
-2.9 -3.9 -0.2
-0.6 -0.2 0.3
0.2 -0.9 0.3
0.2 0.6 -1.0
3.2 0.8 1.2
1.1 -0.3 0.3
-3.7 1.5 -3.5
0.1 -0.2 0.9
1.8 0.1 0.6
2.6 1.8 -0.1
2.3 4.5 1.0
-1.2 -1.4 1.3
0.9 -1.6 -0.4
-0.1 0.2 1.0
1.6 -0.4 0.1
0.5 -0.6 -1.5
-0.4 -0.8 -0.2
-1.0 0.6 -2.1
0.1 0.4 0.1
0.5 1.2 0.4
-0.6 -0.2 0.2
-0.1 0.1 0.2
-0.6 -0.1 -0.2
0.6 1.0 -1.0
3.3 0.1 1.6
0.0 0.6 0.1
-0.4 0.1 -0.1
-1.3 0.1 1.1
0.0 0.6 -0.2
0.1 -0.3 -0.2
4.1 3.5 1.2
-2.7 -1.0 -0.4
-0.1 -0.6 -0.4
2.4 -1.2 1.5
-0.2 0.0 0.3
-0.3 0.1 0.2
-0.6 0.0 0.1
0.0 0.2 -0.1

Results
Frontier orbital gap = 0.337 Eh
Electronic energy = -4994.4859 Eh
Energy above the lowest of the compared OMol25 structures with the same formula, charge and spin = 13.0172 eV
Multiplicity = 1
F_max = 12.17 eV Å⁻¹
Highest occupied orbital energy = -9.009 eV

---

[2]
Molecular formula: C39H78BClFN3O10
Method: DFT, the ωB97M-V functional and the def2-TZVPD basis

Element x y z (Å)
1 Cl 2.54792 2.74287 -0.57774
2 F -3.06821 -7.50390 1.20648
3 O 0.05060 2.35506 0.74147
4 O -1.23061 -3.58751 0.80033
5 O -2.90756 0.45353 7.96905
6 O 0.09994 -1.47207 -0.27070
7 O -4.97932 5.61166 1.38546
8 O -3.34011 -5.19740 -1.96591
9 O -0.64610 -4.12613 -1.55080
10 O 0.16698 -1.16259 -3.48965
11 O 6.38659 -1.14209 -2.31226
12 O -4.89853 -3.47803 -4.50653
13 N 2.43346 -2.27903 -2.88304
14 N 6.24924 0.23289 -2.57934
15 N -4.02328 6.08410 0.46701
16 C 1.09662 -3.66905 5.31167
17 C -0.35171 -1.78133 6.71211
18 C -2.88497 8.18306 -0.23871
19 C -3.01229 -4.40320 -0.77159
20 C -2.08117 -6.42053 1.47160
21 C -1.40170 -4.50366 -0.33784
22 C 6.52706 0.03721 -5.09596
23 C -2.11128 5.28288 -0.94327
24 C -7.34545 -3.14662 -5.26421
25 C 4.29746 -0.51651 -4.03338
26 C -4.90069 -4.90158 -4.04201
27 C -5.79095 -3.48349 -5.71289
28 C -1.92314 1.20636 7.13052
29 C 7.44198 2.39635 -2.26918
30 C -2.03007 4.95640 1.56439
31 C 0.02864 -3.36538 6.52325
32 C -2.81583 -0.98357 7.63283
33 C -1.36878 -1.66172 8.02647
34 C 5.02746 1.81253 -4.09546
35 C -2.96460 5.02888 0.32876
36 C 0.57701 -1.86822 1.06197
37 C 0.40973 -4.06379 2.73957
38 C 0.73015 -2.93258 3.88148
39 C -3.56946 3.60932 0.07361
40 C -1.47098 6.31734 1.96292
41 C 7.60756 0.86091 -2.44651
42 C -4.71005 -4.85667 -2.38264
43 C -3.56207 7.43260 0.94231
44 C -1.15161 -6.06647 0.14700
45 C 0.17328 -3.48118 1.22630
46 C 8.36480 0.41595 -1.15008
47 C -2.58941 7.33477 2.15329
48 C 0.85067 1.98329 -0.26139
49 C 8.52706 0.55023 -3.66310
50 C 1.07896 -0.66000 -1.00594
51 C -4.74323 8.37476 1.35383
52 C 7.85764 0.77633 -5.01330
53 C 0.36159 0.81316 -1.30372
54 C 5.57891 0.37233 -3.91524
55 B 1.26987 -1.38662 -2.49012
56 H -0.71228 -1.39757 -3.03958
57 H 1.07014 -4.83778 5.11110
58 H -0.95032 -1.32617 5.80552
59 H -4.36909 9.37637 1.60810
60 H -2.14523 8.32024 2.35464
61 H -3.25230 7.82691 -1.20759
62 H 2.08374 -0.45333 -0.44440
63 H 8.52054 0.42334 -5.81235
64 H -1.81831 0.65332 6.09984
65 H -0.75334 6.66922 1.21252
66 H 8.18406 2.81624 -1.57824
67 H -0.87303 1.21806 7.69024
68 H -1.58311 -2.77706 8.37177
69 H -3.17165 -3.25816 -1.06728
70 H 1.66812 -2.25517 3.61289
71 H -2.71924 -5.48581 1.84814
72 H 3.76359 -0.31081 -4.97081
73 H -2.77731 2.87869 -0.13804
74 H -4.08274 -5.55485 -4.57565
75 H 0.53619 -3.72390 7.53402
76 H -0.02431 -6.24724 0.49537
77 H 4.52111 -1.58702 -4.03781
78 H 4.40831 2.10781 -3.24011
79 H -2.57276 4.53748 2.42418
80 H -3.69146 -1.56042 8.20005
81 H -0.01379 -1.18225 1.84047
82 H 8.86393 -0.49311 -3.61527
83 H 3.60092 -0.31250 -3.21087
84 H -1.44333 4.43663 -1.14375
85 H -5.67378 -4.54873 -6.18934
86 H 1.73592 -1.82256 1.21381
87 H -5.97637 -5.39181 -4.20154
88 H 9.31120 0.96501 -1.04667
89 H -2.74816 5.41018 -1.82664
90 H 0.58690 1.17993 -2.41206
91 H -0.90484 6.21913 2.89692
92 H -4.24266 3.61923 -0.79243
93 H -1.79476 8.09656 -0.22649
94 H -5.03891 -3.75152 -2.07819
95 H 0.93889 -4.05335 0.52257
96 H 1.35400 -4.78569 2.70427
97 H 8.63255 -0.64555 -1.15678
98 H -2.28872 2.30045 6.88865
99 H -0.97310 -4.00410 6.40949
100 H -0.24819 -2.25341 3.96044
101 H -7.98565 -4.08087 -5.55926
102 H 6.04333 0.27533 -6.05213
103 H -0.81078 0.59577 -1.25399
104 H -7.46251 -2.92420 -4.11237
105 H 6.46524 2.65099 -1.84298
106 H 4.39883 1.88332 -4.99117
107 H -3.07798 -1.09184 6.47439
108 H -1.43314 -6.74293 2.41843
109 H -1.22520 -3.64240 -2.21237
110 H -5.48188 -5.56591 -1.82602
111 H -3.15027 7.06603 3.05747
112 H 7.71081 1.84726 -5.19627
113 H 7.76658 0.61807 -0.25456
114 H 3.13694 -2.24087 -2.10640
115 H -1.45729 6.15145 -0.86852
116 H -5.28089 8.02118 2.23949
117 H -0.78640 -1.08541 8.88259
118 H 0.60921 -1.08542 6.84195
119 H -5.46100 8.48905 0.53382
120 H -3.73977 -4.63262 0.11680
121 H 2.08995 -3.27250 -2.88436
122 H -1.34675 -6.80779 -0.76277
123 H 6.72990 -1.04326 -5.12237
124 H -1.19648 4.26875 1.37151
125 H 7.56750 2.94714 -3.20571
126 H -0.50376 -4.72980 3.05829
127 H 2.18463 -3.41681 5.67450
128 H -3.09572 9.25993 -0.22085
129 H 9.43722 1.16471 -3.60841
130 H -5.45036 -2.63141 -6.45680
131 H 5.80227 2.56703 -4.22995
132 H -4.12119 3.22094 0.93430
133 H -7.68042 -2.19171 -5.87054

Forces on the atoms, in the same order (eV/Å):
-2.2 -1.0 0.5
2.0 2.0 0.3
5.9 -2.1 -6.5
1.5 -1.5 -1.6
1.4 -0.7 -1.7
2.6 0.5 0.9
2.2 1.2 -2.8
-0.9 1.7 1.1
-1.1 -0.3 1.3
0.6 -1.7 3.1
-0.7 3.7 -0.3
-1.2 -2.7 -1.4
-2.1 0.1 2.5
1.6 -4.8 -0.5
-2.0 -1.5 4.4
-0.7 -0.7 0.0
-0.5 0.2 0.4
0.3 0.0 -0.3
0.3 1.7 0.3
-0.5 0.5 0.6
-2.3 -0.9 -0.8
0.3 -0.2 0.2
0.1 0.3 -0.1
0.3 -0.2 -0.6
0.9 0.0 0.4
-0.5 -0.1 1.9
-0.1 0.7 0.3
0.3 -0.3 -0.2
-0.1 0.3 -0.1
-0.2 0.1 0.2
0.4 0.2 0.2
-0.5 -0.4 0.2
0.4 -0.4 -0.7
0.2 0.3 0.1
1.0 -1.3 -1.1
-1.1 -1.1 0.9
0.9 -0.2 0.1
-0.3 -0.1 0.2
-0.4 0.4 0.3
0.0 0.0 -0.1
1.1 1.2 0.9
-1.1 0.3 -0.6
0.1 1.8 -0.3
0.8 -0.3 0.2
1.2 1.0 0.1
-0.4 -0.6 -0.3
-0.1 -0.2 0.0
-5.4 0.6 4.3
-0.2 -0.1 0.0
-0.1 1.8 -0.8
-0.2 -0.7 0.2
0.0 0.1 -0.1
0.2 0.3 -0.5
-1.7 0.7 -1.1
-0.8 -0.9 -1.4
1.8 0.9 -0.9
0.2 2.3 0.5
1.3 -1.2 1.6
0.2 -0.4 -0.2
-0.3 -0.1 -0.2
0.1 0.0 0.2
-1.8 -0.6 -0.8
-0.1 0.1 0.1
-0.1 1.1 1.9
-0.1 0.0 0.0
0.0 -0.3 -0.2
-2.2 0.1 -1.3
0.4 2.4 -0.5
0.3 -2.2 0.8
-2.2 -1.4 0.2
1.4 -2.1 -1.1
0.3 0.2 0.2
0.1 0.4 0.1
-1.5 1.4 1.1
-1.1 0.7 -2.0
-2.4 0.6 -0.9
0.1 0.3 0.2
0.1 -0.1 -0.1
-0.1 0.1 -0.2
1.9 1.6 -1.0
1.5 -1.6 -1.5
-0.2 0.1 0.2
0.4 0.1 -0.2
-0.3 0.0 0.2
-0.4 2.3 0.5
-2.1 0.3 -0.5
2.3 1.1 0.2
-0.4 0.1 -0.3
0.0 0.0 0.2
-0.3 -0.7 2.5
-0.1 0.0 -0.1
0.1 0.1 0.2
-0.1 -0.1 -0.1
1.0 -2.2 -0.6
-2.0 1.1 1.1
-2.0 1.4 0.0
-0.3 0.1 -0.1
0.6 -2.3 0.9
2.2 1.5 0.1
2.3 -1.4 0.0
0.9 2.0 0.6
-0.2 0.0 0.3
2.6 0.9 0.3
0.5 -0.5 -2.4
0.1 -0.1 -0.1
0.1 -0.3 0.2
0.9 0.0 2.3
-1.4 0.3 -2.3
0.6 -1.0 1.5
1.7 1.2 -1.3
-0.1 0.0 -0.2
0.0 -0.1 0.1
0.0 0.0 -0.2
-0.7 -0.1 -1.1
-0.1 0.0 0.0
0.1 -0.2 -0.3
-1.6 -1.2 -1.7
-2.0 -1.7 -0.2
0.1 -0.1 0.1
1.5 0.2 -1.6
0.3 1.2 -0.5
0.2 1.7 2.1
-0.1 0.1 0.2
-0.3 0.1 -0.2
-0.1 -0.1 0.1
1.7 1.5 -0.6
-2.2 -0.3 -0.8
-0.1 -0.3 0.3
-0.3 0.0 0.2
-0.4 -1.9 1.6
0.0 -0.1 0.1
0.0 0.3 -0.1
0.4 -2.1 1.3

Results
Frontier orbital gap (alpha / beta) = 0.323 / 0.333 Eh
Electronic energy = -3033.8133 Eh
Multiplicity = 3
F_max = 9.01 eV Å⁻¹
Highest occupied orbital energy (alpha / beta) = -8.876 / -9.468 eV